P) Entry from the Open Molecules 2025 dataset: the ion CH3O4P with charge -2 (wB97M-V/def2-TZVPD).

Computed properties:
- HOMO-LUMO gap (eV) = 6.335
- total charge = -2
- highest occupied orbital energy (eV) = 0.921

Geometry (Å):
O1 2.5383 0.6197 1.2783
P1 1.9932 -0.0783 -0.0226
O2 2.0156 -1.5804 0.0542
O3 2.5369 0.5113 -1.3315
C1 -0.0404 0.2681 -0.0487
O4 -0.5607 -1.0286 0.0241
H1 -0.5154 0.6648 0.9304
H2 -0.2388 0.9397 -0.8783
H3 0.1759 -1.6673 -0.0384

=====

Q) Entry from the Open Molecules 2025 dataset: the ion CH3O4P with charge -2 (wB97M-V/def2-TZVPD).

Computed properties:
- HOMO-LUMO gap (eV) = 6.483
- total charge = -2
- highest occupied orbital energy (eV) = 0.812

Geometry (Å):
O1 1.6712 0.7613 1.2452
P1 1.2057 0.1023 -0.0708
O2 1.1554 -1.4004 -0.0159
O3 1.8436 0.6391 -1.3346
C1 -0.9508 0.4365 -0.0448
O4 -1.5738 -0.8903 0.0771
H1 -1.4368 1.0565 0.7663
H2 -1.0735 0.7670 -1.0877
H3 -0.8409 -1.4720 0.4652

=====

Stability check: which of them is least stable? Q).

=====

P) Entry from the Open Molecules 2025 dataset: a structure of composition C19H29IrN9OS2 (wB97M-V/def2-TZVPD).

Computed properties:
- HOMO-LUMO gap (spin up / spin down) (eV) = 4.558 / 4.964
- total charge = +4
- highest occupied orbital energy (spin up / spin down) (eV) = -18.551 / -18.546
- multiplicity = 2

Geometry (Å):
Ir1 -0.3869 -0.3085 -0.6482
N1 -2.6147 -1.0618 -1.4154
N2 -2.7380 -2.3058 -2.0277
C1 -1.8445 -3.2603 -1.7854
N3 -2.0102 -4.4751 -2.2512
S1 -0.4421 -2.8967 -0.8509
H1 -3.2071 -1.0134 -0.5868
H2 -2.8989 -0.3159 -2.0508
H3 -3.5768 -2.5033 -2.5654
H4 -2.8275 -4.7630 -2.7778
H5 -1.3234 -5.1955 -2.0720
S2 0.7772 2.2035 -4.3032
C2 0.5602 0.6082 -4.8591
C3 0.3318 -0.2868 -3.8467
C4 0.3067 0.3189 -2.5759
C5 0.5801 1.6778 -2.6691
C6 0.6908 2.5243 -1.5247
C7 0.9238 3.9024 -1.5866
C8 0.9680 4.6309 -0.4114
C9 0.7875 3.9761 0.8043
C10 0.5821 2.6078 0.7885
N4 0.5465 1.9015 -0.3398
H6 0.5926 0.3955 -5.9166
H7 0.2038 -1.3432 -4.0333
H8 1.0527 4.3918 -2.5422
H9 1.1391 5.6993 -0.4353
H10 0.8159 4.5115 1.7423
H11 0.4398 2.0597 1.7130
N5 4.3117 -2.1870 1.1521
C11 4.2065 -1.6949 -0.2571
C12 2.7420 -1.6782 -0.6989
N6 1.9101 -0.8331 0.1846
C13 2.0198 -1.3244 1.5715
C14 3.4734 -1.3481 2.0622
H12 5.2920 -2.1701 1.4590
H13 4.0115 -3.1668 1.1980
H14 4.7853 -2.3402 -0.9176
H15 4.6369 -0.6930 -0.3000
H16 2.3335 -2.6913 -0.6904
H17 2.6886 -1.3034 -1.7204
H18 2.2682 0.1224 0.1450
H19 1.5969 -2.3322 1.6043
H20 1.4442 -0.6825 2.2376
H21 3.5191 -1.7426 3.0772
H22 3.8897 -0.3393 2.0711
C15 -3.6363 2.9954 1.2143
N7 -3.0557 1.7951 1.8202
C16 -3.2983 1.4502 3.1119
C17 -2.7438 0.3383 3.6543
C18 -1.8999 -0.4585 2.8352
N8 -1.6371 -0.0769 1.5703
C19 -2.2381 1.0084 1.0641
O1 -2.0323 1.2839 -0.1492
N9 -1.3563 -1.5806 3.2983
H23 -4.1857 3.5540 1.9659
H24 -4.3068 2.7318 0.3975
H25 -2.8413 3.6186 0.8077
H26 -3.9583 2.0965 3.6748
H27 -2.9418 0.0673 4.6801
H28 -1.5927 -1.9176 4.2192
H29 -0.8336 -2.1809 2.6848

=====

Q) Entry from the Open Molecules 2025 dataset: a structure of composition C19H29IrN9OS2 (wB97M-V/def2-TZVPD).

Computed properties:
- HOMO-LUMO gap (spin up / spin down) (eV) = 5.928 / 6.154
- total charge = +4
- highest occupied orbital energy (spin up / spin down) (eV) = -19.191 / -19.191
- multiplicity = 2

Geometry (Å):
Ir1 0.4436 0.0703 0.4213
N1 2.3158 0.4376 1.8093
N2 2.0965 1.1985 2.9677
C1 0.9906 1.9377 3.1101
N3 0.8331 2.6886 4.1736
S1 -0.2265 1.8982 1.8988
H1 2.6557 -0.4781 2.0904
H2 3.0373 0.8784 1.2439
H3 2.8389 1.2513 3.6563
H4 1.5364 2.7696 4.8987
H5 -0.0099 3.2316 4.3060
S2 3.1942 -0.9098 -3.0590
C2 3.9620 0.2901 -2.1263
C3 3.2207 0.6645 -1.0460
C4 1.9895 -0.0439 -0.9603
C5 1.8391 -0.9062 -2.0132
C6 0.6287 -1.6595 -2.1889
C7 0.4025 -2.5857 -3.1971
C8 -0.8162 -3.2428 -3.2511
C9 -1.7860 -2.9535 -2.2979
C10 -1.4951 -2.0234 -1.3202
N4 -0.3182 -1.3863 -1.2724
H6 4.9257 0.6783 -2.4217
H7 3.5659 1.4319 -0.3645
H8 1.1847 -2.8009 -3.9136
H9 -1.0077 -3.9790 -4.0214
H10 -2.7545 -3.4327 -2.3144
H11 -2.2228 -1.7550 -0.5679
N5 -1.5845 3.7870 -2.9628
C11 -0.1344 3.8736 -2.5765
C12 0.1013 3.1201 -1.2676
N6 -0.3154 1.7054 -1.3623
C13 -1.7469 1.6418 -1.7258
C14 -2.0247 2.3527 -3.0496
H12 -1.7375 4.2570 -3.8615
H13 -2.1614 4.2904 -2.2820
H14 0.1532 4.9176 -2.4624
H15 0.4524 3.4434 -3.3881
H16 -0.4675 3.5850 -0.4597
H17 1.1581 3.1812 -1.0144
H18 0.2386 1.2394 -2.0817
H19 -2.3215 2.1025 -0.9186
H20 -2.0643 0.6045 -1.8064
H21 -3.0874 2.3074 -3.2822
H22 -1.4735 1.8867 -3.8665
C15 -3.3983 -2.1051 2.7021
N7 -1.9301 -2.2350 2.7674
C16 -1.3108 -3.0788 3.6396
C17 0.0320 -3.2567 3.6263
C18 0.7869 -2.5750 2.6428
N8 0.1661 -1.6621 1.8673
C19 -1.1732 -1.4963 1.9177
O1 -1.6603 -0.6410 1.1467
N9 2.0917 -2.7940 2.4709
H23 -3.8555 -2.7724 3.4260
H24 -3.7421 -2.3674 1.7043
H25 -3.6954 -1.0803 2.9112
H26 -1.9450 -3.6143 4.3342
H27 0.5126 -3.9186 4.3322
H28 2.5607 -3.5188 2.9958
H29 2.5523 -2.4499 1.6439

=====

Stability check: which of them is least stable? P).